Entry 1:
DFT (ωB97M-V/def2-TZVPD) results for a molecular structure, C17H23N3O2 at a distorted geometry.

ΔE to the lowest compared entry with this formula, charge and spin = 1485.3 kJ/mol
Frontier orbital gap = 8.72 eV
LUMO = 0.63 eV
HOMO level = -8.093 eV

Each line ends with the Löwdin charge.
Atoms and positions in Å:
N 1.167 1.757 -0.798  -0.077
C 2.135 2.452 1.139  -0.213
N 1.868 0.694 -0.614  0.054
H 1.616 1.966 2.047  0.156
H 6.936 -1.485 0.641  0.128
C 2.985 0.713 -0.150  -0.149
H -5.121 -0.517 -0.714  -0.025
H 5.965 -3.520 -0.384  0.115
C 3.862 -0.634 0.005  -0.233
H 2.211 -1.902 -0.632  0.119
O -0.786 0.022 0.653  0.006
H 4.030 2.764 0.151  0.161
H -7.187 -2.076 -0.968  0.125
C 1.097 3.036 0.115  -0.311
O 0.327 3.904 -0.121  0.109
C -1.347 1.809 -1.309  -0.070
C 5.900 -1.586 0.137  -0.067
H -1.492 2.715 -0.746  0.085
H 3.648 -3.764 -0.710  0.142
H 5.648 0.623 0.580  0.133
C -6.112 -2.321 -0.423  -0.130
H -6.172 -0.462 0.920  0.211
C 3.409 2.017 0.839  -0.173
H 3.902 1.599 1.780  0.134
H -3.526 1.377 -0.236  0.252
H -4.424 -2.043 1.572  0.184
C -1.625 0.679 -0.034  -0.431
H -2.080 1.532 -2.008  0.083
H -5.608 -3.024 -1.189  0.096
H 2.329 3.708 1.669  0.193
H 0.201 0.720 -2.406  0.146
C 4.123 -2.736 -0.496  -0.125
C -5.253 -1.100 -0.024  -0.248
H -4.009 0.294 2.206  0.224
H -2.441 -0.603 1.617  0.050
C 3.216 -1.749 -0.318  -0.035
C 5.339 -2.744 -0.001  -0.173
N -2.854 0.461 0.077  0.032
H 0.232 2.557 -2.493  0.088
C -3.299 -0.302 1.223  -0.238
H -3.460 -1.934 -0.032  0.087
C -3.937 -1.383 0.638  -0.275
C 0.027 1.731 -1.883  -0.109
C 5.066 -0.334 0.422  -0.012
H -6.510 -2.913 0.256  -0.017



Entry 2:
DFT (ωB97M-V/def2-TZVPD) results for C17H23N3O3 in the gas phase at a distorted geometry.

ΔE to the lowest compared entry with this formula, charge and spin = 206.6 kJ/mol
Structure (SMILES) = CC[C@H](C)[C@H](N)C(=O)N[C@@H](Cc1c[nH]c2ccccc12)C(=O)O
Frontier orbital gap = 8.82 eV
LUMO = 0.44 eV
HOMO level = -8.377 eV

Each line ends with the Löwdin charge.
Atoms and positions in Å:
H 0.324 3.754 -0.508  0.083
H -4.266 -1.291 1.697  0.128
C -1.978 -1.538 -3.397  -0.105
C 2.881 -0.756 -1.215  -0.100
C -3.565 -1.257 0.868  -0.006
H 1.910 0.602 -2.613  0.109
N -4.105 -1.172 -0.430  0.078
O -0.880 -1.142 4.769  0.093
H 2.159 2.667 -1.444  0.136
H -0.382 -1.922 1.465  0.127
C -3.110 -1.325 -1.329  -0.224
C 0.812 1.792 -0.051  -0.244
H -5.066 -1.071 -0.663  0.144
C 3.323 2.182 0.218  -0.092
H 3.792 1.424 0.902  0.092
H 4.156 2.622 -0.369  0.089
H -1.075 1.184 1.157  0.133
C -0.692 -1.488 -1.383  -0.040
N -0.378 0.880 1.831  0.110
C -3.189 -1.423 -2.753  -0.009
C -1.883 -1.408 -0.654  -0.136
N 0.533 3.218 0.337  0.053
H 3.269 -1.254 -2.074  0.059
H -1.679 -2.159 2.698  0.137
C -0.722 -1.634 -2.746  -0.084
H -0.257 3.227 0.973  0.060
H -4.136 -1.506 -3.279  0.107
H 3.743 -0.768 -0.524  0.083
C -1.292 -1.489 1.897  -0.079
H 3.556 1.004 -2.240  0.102
H 1.482 0.186 3.389  0.069
C -0.243 -0.451 3.989  -0.459
H 2.113 -1.274 -0.721  0.018
C 2.232 1.785 -0.740  -0.333
H -2.017 -1.581 -4.479  0.097
O 1.815 0.206 1.505  0.079
C -2.194 -1.383 0.748  -0.196
H 2.942 2.952 0.834  0.052
C 0.841 0.855 1.200  -0.408
H 0.024 1.367 -0.718  0.142
H -1.933 0.260 2.966  0.166
H 0.164 -1.814 -3.367  0.108
C 2.636 0.666 -1.762  -0.195
C -0.948 -0.162 2.664  -0.192
O 1.009 -0.040 4.187  0.153
H 0.276 -1.525 -0.835  0.095



Entry 3:
DFT (ωB97M-V/def2-TZVPD) results for 4 unconnected molecules or ions with the total composition C17H23N3O3 at a distorted geometry.

ΔE to the lowest compared entry with this formula, charge and spin = 1186.6 kJ/mol
Frontier orbital gap = 7.45 eV
LUMO = -0.40 eV
HOMO level = -7.851 eV

Each line ends with the Löwdin charge.
Atoms and positions in Å:
H -4.243 2.346 1.894  0.154
C 5.626 -0.385 -0.917  -0.196
H -5.979 1.450 0.748  0.186
C -0.877 1.254 -0.424  -0.196
C 2.760 0.162 -0.360  -0.261
C -5.830 -1.287 -0.255  -0.027
H -0.069 3.329 0.404  0.168
H -1.797 -1.412 -0.569  0.130
C -1.494 2.678 -0.727  -0.454
H 3.617 -2.770 -0.152  0.111
H -1.333 1.574 1.655  0.128
H 5.449 0.693 1.185  0.148
H 1.035 1.894 -0.817  0.124
H 6.117 1.121 -1.622  0.174
H -6.014 -3.192 -1.070  0.103
C -5.269 -2.401 -0.821  -0.127
O -1.044 3.578 0.142  0.079
C -3.569 -0.341 0.049  -0.172
C -2.978 -1.455 -0.597  0.016
H 3.772 -2.539 1.623  0.065
C -4.093 1.470 1.178  -0.044
C -1.578 0.839 0.898  -0.101
H 3.246 -0.263 1.645  0.115
C 3.529 -0.695 0.728  -0.393
H 2.971 -0.263 -1.307  0.089
H 3.540 2.030 -1.365  0.130
H 5.688 -1.243 1.222  0.121
H -3.496 -3.501 -1.397  0.085
C 1.200 0.024 -0.246  -0.446
H -1.370 0.783 -1.225  0.131
H 3.457 1.977 0.507  0.116
C -4.904 -0.331 0.237  -0.278
C 5.065 -0.379 0.606  -0.351
H -7.000 -1.332 -0.188  0.142
H 2.196 -2.460 1.001  0.096
O -2.426 2.988 -1.492  0.089
C -3.012 0.702 0.841  -0.181
C -3.829 -2.589 -0.894  -0.058
H -1.065 -0.088 1.067  0.105
H 4.633 -1.279 -1.712  0.175
O 0.715 -1.021 0.008  0.103
C 3.261 -2.148 0.758  -0.100
N 3.053 1.642 -0.442  -0.005
H 6.988 -1.142 -0.528  0.158
N 0.569 1.232 -0.191  0.092
N -5.219 0.752 0.921  0.054



Entry 4:
DFT (ωB97M-V/def2-TZVPD) results for 2 unconnected molecules or ions with the total composition C17H23N3O4 at a distorted geometry.

ΔE to the lowest compared entry with this formula, charge and spin = 218.6 kJ/mol
Structure (SMILES) = COc1ccc(C=C2C(=O)N(C)C(=O)N(C)C2=O)cc1.CN(C)C
Frontier orbital gap = 7.40 eV
LUMO = -0.73 eV
HOMO level = -8.133 eV

Each line ends with the Löwdin charge.
Atoms and positions in Å:
H 2.387 5.888 -0.596  0.097
H 1.774 1.685 1.281  0.108
H -0.266 -2.906 1.594  0.084
C 1.144 3.584 0.533  -0.004
C 2.066 -1.817 6.517  -0.013
O 0.343 5.813 -0.041  -0.085
C 2.540 1.665 4.113  -0.328
H 4.934 2.405 3.965  0.089
H 2.018 0.041 -0.171  0.064
C 0.271 4.686 0.710  -0.256
N 3.627 0.974 4.680  0.014
O 0.024 -0.823 5.107  0.071
H 5.215 1.889 5.664  0.106
H 0.857 -3.571 0.370  0.084
N 0.762 -1.453 0.537  -0.364
H 1.304 5.121 -1.802  0.092
C 0.149 2.485 2.474  -0.212
C -0.367 -1.078 -0.271  -0.111
C 3.516 -0.142 5.514  -0.404
H 5.660 0.796 4.334  0.098
H 1.509 -2.852 1.870  0.079
C 0.152 1.407 3.444  0.082
H 3.037 -2.036 6.953  0.087
H 1.201 6.888 -1.500  0.091
H 1.325 -1.598 7.291  0.102
H 1.711 -2.650 5.900  0.102
C 1.091 -0.220 4.975  -0.360
C 1.074 2.516 1.406  -0.034
H -0.329 0.002 -0.461  0.078
H -0.812 0.956 3.692  0.140
O 2.722 2.794 3.654  0.083
H 1.904 3.604 -0.254  0.107
C 4.948 1.562 4.652  -0.015
C 2.054 -1.026 0.084  -0.122
H -0.390 -1.604 -1.246  0.083
H 2.780 -1.184 0.894  0.082
C 0.713 -2.767 1.119  -0.114
C -0.792 3.543 2.563  -0.017
H -1.282 -1.327 0.280  0.083
H -1.539 3.488 3.359  0.121
N 2.225 -0.652 5.679  0.015
H 2.406 -1.585 -0.806  0.085
O 4.504 -0.623 6.068  0.079
C 1.252 0.950 4.111  -0.031
C 1.385 5.913 -1.046  -0.058
H -1.396 5.485 1.840  0.119
C -0.721 4.638 1.728  0.004



Entry 5:
DFT (ωB97M-V/def2-TZVPD) results for C17H23N3O4 in the gas phase at a distorted geometry.

ΔE to the lowest compared entry with this formula, charge and spin = 363.1 kJ/mol
Structure (SMILES) = COc1cccc(C2=NO[C@@H](C(=O)NCCN3CCOCC3)C2)c1
Frontier orbital gap = 9.14 eV
LUMO = 0.54 eV
HOMO level = -8.599 eV

Each line ends with the Löwdin charge.
Atoms and positions in Å:
H 1.435 -0.671 -4.534  0.120
H -4.456 0.287 3.188  0.102
C -2.389 0.899 3.204  -0.267
C -1.984 -1.261 1.490  -0.042
H 1.594 1.939 -3.856  0.124
N 0.671 0.296 -2.852  -0.184
H -3.561 3.196 5.183  0.093
H 3.748 1.628 -2.489  0.121
H -4.446 2.573 3.770  0.096
N 3.045 -0.073 -1.552  0.080
H 0.137 -2.307 -3.238  0.128
C -3.734 2.319 4.562  -0.089
H -0.621 -2.104 -4.848  0.125
C -1.113 0.619 2.717  0.058
H -1.160 1.371 -2.933  0.131
O 1.971 -1.733 0.171  -0.090
C -1.442 -0.606 -2.100  -0.196
O -2.476 1.974 4.034  -0.081
C 1.683 -0.005 1.752  -0.034
H 1.621 1.073 1.603  0.122
H -1.811 -2.097 0.834  0.107
H -2.434 -0.368 -1.714  0.126
C 3.052 0.813 -2.693  -0.148
H -0.920 -1.268 -1.394  0.097
H 3.394 0.250 -3.563  0.113
O -1.638 -1.270 -3.328  -0.128
C -0.902 -0.454 1.860  -0.164
H -0.030 0.296 -4.853  0.130
C 1.638 1.378 -2.909  -0.169
H -0.452 1.132 -1.309  0.121
H 1.427 2.070 -2.092  0.121
H 3.578 -1.035 1.249  0.161
C -3.459 0.094 2.827  -0.020
H 2.552 -0.948 -1.678  0.131
C -3.242 -0.979 1.974  -0.068
H 1.923 -0.202 2.799  0.133
C 3.095 0.399 -0.296  -0.457
C 2.679 -0.635 0.771  -0.181
H -4.145 1.515 5.179  0.096
H -4.078 -1.601 1.691  0.108
C 0.424 -0.737 1.347  -0.230
H -0.305 1.261 3.026  0.123
C -0.398 -1.610 -3.900  -0.195
C -0.612 0.665 -2.284  -0.157
N 0.646 -1.664 0.498  0.127
C 0.469 -0.370 -4.126  -0.164
O 3.445 1.517 0.021  0.070